Record 1
This record from the Open Molecules 2025 dataset describes a single C7H6FNO3 molecule in a non-equilibrium geometry. The level of theory is ωB97M-V/def2-TZVPD.

Atoms and positions in Å:
O (-3.72, 1.39, -0.65)
N (-3.47, 0.24, -0.35)
O (-4.24, -0.50, 0.23)
C (-2.08, -0.32, -0.53)
F (-1.89, -1.30, 0.39)
O (-1.18, 0.66, -0.53)
C (0.15, 0.29, -0.18)
C (0.74, -0.98, -0.21)
C (2.14, -1.12, -0.02)
C (2.80, -0.06, 0.53)
C (2.26, 1.19, 0.68)
C (0.91, 1.38, 0.33)
H (-2.21, -1.01, -1.65)
H (0.20, -1.87, -0.63)
H (2.52, -2.21, -0.03)
H (3.83, -0.06, 0.89)
H (2.84, 2.05, 1.20)
H (0.39, 2.21, 0.52)

Results
SMILES string = O=[N+]([O-])[C@H](F)Oc1ccccc1
E_tot = -17701.425 eV
Kohn-Sham gap = 0.345 Eh
highest occupied orbital energy = -9.61 eV
max |F| = 0.10829 Eh/bohr
relative energy (zero: lowest compared OMol25 entry of this formula, charge and spin) = 0.000 eV
net charge = 0

---

Record 2
This record from the Open Molecules 2025 dataset describes a molecular structure, C23H25InN2OS in a non-equilibrium geometry. The level of theory is ωB97M-V/def2-TZVPD.

Atoms and positions in Å:
C (0.75, -2.46, 1.24)
C (0.44, -1.48, 2.20)
C (-0.84, -0.93, 1.92)
H (1.06, -1.18, 3.05)
C (-1.33, -1.53, 0.74)
C (-0.37, -2.55, 0.33)
H (-2.31, -1.35, 0.29)
C (2.20, 0.56, -0.53)
C (2.28, 0.86, 0.87)
C (1.35, 1.85, 1.18)
H (2.98, 0.40, 1.57)
C (0.67, 2.24, 0.00)
C (1.18, 1.46, -1.08)
H (-1.39, -0.23, 2.55)
H (-0.60, -3.40, -0.32)
H (1.63, -3.11, 1.23)
H (1.04, 1.67, -2.14)
H (1.22, 2.33, 2.15)
H (2.95, 0.02, -1.12)
In (0.55, -0.99, -1.06)
C (-0.22, 3.45, -0.13)
C (0.66, 4.57, -0.72)
C (-0.73, 3.92, 1.25)
H (1.50, 4.80, -0.06)
H (0.07, 5.49, -0.86)
H (1.06, 4.27, -1.70)
H (0.12, 4.20, 1.89)
H (-1.30, 3.13, 1.76)
H (-1.38, 4.80, 1.13)
C (-1.40, 3.21, -1.10)
C (-2.42, 2.15, -0.68)
H (-1.00, 2.91, -2.08)
H (-1.91, 4.19, -1.27)
O (-2.28, 0.95, -0.92)
N (-3.53, 2.58, -0.03)
C (-4.60, 1.66, 0.35)
H (-3.72, 3.58, 0.07)
C (-4.43, 1.15, 1.76)
C (-4.63, -0.20, 2.04)
H (-4.91, -0.86, 1.21)
C (-4.47, -0.69, 3.34)
H (-4.62, -1.75, 3.54)
C (-4.10, 0.19, 4.37)
H (-3.96, -0.20, 5.38)
C (-3.88, 1.54, 4.09)
H (-3.56, 2.22, 4.88)
C (-4.05, 2.03, 2.79)
H (-3.88, 3.08, 2.57)
H (-4.63, 0.82, -0.35)
H (-5.55, 2.21, 0.27)
S (0.89, -2.05, -3.21)
C (2.32, -2.73, -2.69)
N (3.35, -3.23, -2.38)

Results
E_tot = -45292.152 eV
Kohn-Sham gap = 0.273 Eh
highest occupied orbital energy = -7.79 eV
max |F| = 0.06579 Eh/bohr
relative energy (zero: lowest compared OMol25 entry of this formula, charge and spin) = 0.000 eV
net charge = 0

---

Record 3
This record from the Open Molecules 2025 dataset describes a single C20H21NO2 molecule in a non-equilibrium geometry. The level of theory is ωB97M-V/def2-TZVPD.

Atoms and positions in Å:
C (-1.94, -2.45, -1.08)
C (-0.81, -1.45, -0.82)
C (-0.87, -0.37, -1.91)
C (0.51, -2.22, -0.91)
N (-0.97, -0.82, 0.51)
C (-2.26, -0.86, 1.18)
C (-3.29, 0.03, 0.53)
C (-4.57, -0.44, 0.27)
C (-5.52, 0.39, -0.31)
C (-5.19, 1.69, -0.65)
C (-3.91, 2.17, -0.38)
C (-2.97, 1.34, 0.21)
C (-0.02, -0.09, 1.14)
O (-0.21, 0.43, 2.23)
C (1.33, 0.12, 0.53)
C (1.78, 1.16, -0.21)
C (3.20, 0.98, -0.33)
C (4.23, 1.67, -0.96)
C (5.51, 1.17, -0.84)
C (5.77, 0.01, -0.11)
C (4.76, -0.69, 0.52)
C (3.48, -0.19, 0.41)
O (2.34, -0.70, 0.93)
H (-1.92, -3.26, -0.35)
H (-1.81, -2.88, -2.06)
H (-2.92, -1.97, -1.06)
H (-0.09, 0.37, -1.77)
H (-1.84, 0.13, -1.90)
H (-0.74, -0.83, -2.89)
H (1.34, -1.58, -1.21)
H (0.75, -2.68, 0.04)
H (0.42, -3.01, -1.66)
H (-2.62, -1.88, 1.26)
H (-2.07, -0.49, 2.19)
H (-4.84, -1.45, 0.54)
H (-6.51, 0.02, -0.51)
H (-5.92, 2.34, -1.11)
H (-3.65, 3.19, -0.63)
H (-1.98, 1.72, 0.43)
H (1.21, 1.97, -0.62)
H (4.03, 2.57, -1.52)
H (6.33, 1.69, -1.31)
H (6.79, -0.35, -0.04)
H (4.96, -1.59, 1.09)

Results
SMILES string = CC(C)(C)N(Cc1ccccc1)C(=O)c1cc2ccccc2o1
E_tot = -26666.059 eV
Kohn-Sham gap = 0.337 Eh
highest occupied orbital energy = -8.43 eV
max |F| = 0.02116 Eh/bohr
relative energy (zero: lowest compared OMol25 entry of this formula, charge and spin) = 0.702 eV
net charge = 0